Record 1
A cluster of 14 separate species, C4H37NO13 in total in a non-equilibrium geometry, computed with ωB97M-V with the def2-TZVPD basis set.

## Properties
- frontier orbital gap (eV) = 9.35
- maximum force (eV/Å) = 5.47
- E_HOMO (eV) = -9.457

```
55
Properties=species:S:1:pos:R:3:forces:R:3
H -1.257 -1.460 2.967 0.307 2.165 -1.342
H 0.521 1.983 -2.340 -0.659 -1.850 1.028
H 0.171 2.430 1.806 0.200 2.520 0.878
H 0.680 1.122 3.690 0.666 1.874 1.139
C -2.767 1.214 0.621 2.184 -2.009 -1.102
H -2.960 1.544 -0.412 -0.833 0.859 1.162
H -0.695 -0.159 -3.075 -1.057 -0.198 -0.048
H 2.506 -3.432 0.271 0.163 -0.200 -0.125
O 2.976 0.893 1.157 0.518 1.447 1.779
H -1.434 -0.560 -0.142 -0.262 0.362 0.760
H -0.284 3.915 1.768 -2.338 1.984 -1.873
O -2.235 -1.079 -2.333 -1.487 0.091 -0.850
H -4.307 -0.045 1.655 -0.127 0.694 -0.244
H 0.764 -3.001 1.369 -0.434 -1.482 -0.869
H -0.831 2.944 -0.413 -0.200 0.885 -0.409
H 0.956 -0.141 2.912 -1.370 0.645 0.153
H -2.951 -0.844 1.215 0.663 -0.531 0.154
H -2.749 2.028 1.416 0.188 -1.259 -1.173
H 0.689 -1.047 -3.573 0.427 -0.351 -0.879
O 2.997 3.839 0.685 -1.324 0.935 2.368
O 1.281 -1.118 1.601 -0.138 -2.628 2.131
H 0.120 -3.073 -1.031 1.481 -3.052 3.658
H 1.032 1.493 -0.771 -0.035 -0.521 0.195
O 3.360 -3.004 0.093 -0.113 0.017 1.476
O -1.284 -2.155 3.570 1.106 -2.112 2.941
H 0.618 0.109 -1.927 -0.369 1.791 0.965
O 0.352 3.384 2.139 2.457 -4.740 1.198
O -0.076 -2.524 -1.704 -0.231 3.193 -4.279
H -1.784 -1.631 -1.705 0.694 -0.785 0.334
H 3.055 3.106 0.123 0.327 -1.668 -1.475
H 1.328 -0.634 0.810 0.684 0.983 -1.679
N -1.016 1.314 -0.988 0.193 -1.366 -0.582
C -1.328 0.474 0.221 -1.270 2.749 -0.918
C -3.551 -0.036 0.851 -1.687 -0.190 3.429
H -1.736 1.023 -1.719 1.256 0.665 1.285
C 0.310 1.163 -1.528 1.839 0.764 -1.486
O 0.219 0.422 3.296 0.281 -1.851 -0.916
O 0.827 -3.847 0.820 0.884 2.401 0.105
H 0.228 -4.491 1.144 -0.889 -0.791 0.763
O 1.320 -1.771 -3.812 1.882 1.600 0.104
H 3.806 0.436 1.022 0.344 -0.275 -0.249
O -0.702 3.936 -0.352 -0.383 -0.884 1.456
H 0.699 -2.411 -2.347 -1.139 -0.550 1.128
H -0.885 -0.471 -4.567 -0.685 -0.695 -0.538
H -0.630 0.512 1.066 0.204 0.268 -0.506
H 2.232 3.566 1.276 0.835 0.936 -0.869
H -0.612 -1.948 4.290 -1.410 -0.072 -1.629
H 3.194 1.475 1.955 -0.558 -0.950 -1.705
H 2.116 -1.586 1.787 -0.117 0.652 -0.776
H 3.393 -2.879 -0.835 0.069 0.162 -1.368
H -0.522 4.198 -1.233 0.260 0.498 -1.266
O -0.519 0.154 -3.964 1.009 1.215 -0.154
H -2.741 -1.698 -2.894 0.386 0.508 0.450
H 2.157 -1.220 -3.959 -1.599 -1.387 0.220
H -4.053 -0.414 0.028 -0.794 -0.465 -1.951
```
Forces are in eV/Å.

Results of the Mulliken charge analysis, in e, for atoms 1 through 5: number 1, H, carries 0.3030; number 2, H, carries 0.2659; number 3, H, carries 0.3388; number 4, H, carries 0.2707; number 5, C, carries -0.3909

=====

Record 2
A cluster of 14 separate species, C4H38N2O13S in total in a non-equilibrium geometry, computed with ωB97M-V with the def2-TZVPD basis set.

## Properties
- frontier orbital gap (eV) = 8.15
- maximum force (eV/Å) = 3.97
- E_HOMO (eV) = -8.354

```
58
Properties=species:S:1:pos:R:3:forces:R:3
H 3.434 -1.922 2.980 0.188 1.217 -0.273
H -0.514 0.181 -3.574 -0.298 -0.352 -0.257
O -2.690 3.012 -1.773 -1.320 1.394 0.500
S 2.952 2.708 0.236 0.533 0.513 1.637
H 1.287 -1.508 2.338 0.826 -0.804 1.539
H -1.737 3.052 1.561 -0.171 0.184 -0.129
O 1.184 -1.967 -2.553 -0.830 -0.703 -1.183
H -1.966 -1.825 -0.159 -0.938 -1.543 0.541
H 1.716 2.368 -1.843 -0.190 0.747 -0.015
H 3.626 -0.367 2.768 -0.383 0.024 0.363
O 0.049 -0.106 3.740 -1.165 1.845 -0.535
O -1.322 2.833 0.721 1.605 -1.529 1.578
O -0.785 -4.415 0.454 1.115 -0.116 0.478
H 1.199 -2.963 2.773 0.648 0.916 0.890
H 1.512 -0.923 -0.171 0.774 -1.073 -0.472
H -0.481 1.334 -1.904 0.370 0.127 -0.195
H -4.060 2.028 0.064 -0.133 -0.954 1.057
O -4.267 1.126 -0.272 0.240 1.906 -0.262
H 0.838 0.390 3.526 0.252 0.169 -0.093
H 2.446 -0.045 0.887 -0.939 -0.294 -1.073
H -1.620 -0.718 -4.211 0.030 -0.369 0.378
H -3.918 -0.972 -0.407 -0.377 -0.533 -0.554
H -2.080 2.309 -1.851 0.963 -1.383 -0.676
H -2.991 -2.027 -2.230 0.779 -0.445 -0.177
H -0.222 -2.018 -0.075 -0.138 0.372 -0.365
H 0.343 -0.218 -2.061 0.946 -0.794 -0.846
O 4.047 -1.216 2.652 0.432 -0.987 0.786
H 4.793 -0.471 0.917 -0.448 -0.749 -2.144
H -1.392 -4.320 -0.276 -0.154 0.131 -0.500
H -4.563 -1.051 -1.797 0.313 -1.194 1.611
N 1.482 -0.219 0.524 0.076 2.316 0.020
H -1.613 0.718 -0.233 -0.108 -1.335 0.769
H -2.967 3.293 -2.648 0.268 -0.119 -0.164
O -2.151 -2.297 -2.681 -1.294 -0.652 -0.872
H 0.119 -4.277 0.110 -0.939 -0.203 0.025
H -1.043 -1.203 1.212 -0.043 0.197 1.074
O 4.548 -1.076 0.137 0.970 -0.092 2.654
H -1.141 2.396 4.097 0.017 -0.015 0.260
N -1.192 -0.121 -0.653 0.596 0.810 -1.042
H -1.250 1.325 3.059 0.523 -2.744 -0.306
H 0.364 1.569 0.420 0.665 0.291 -0.808
O -1.355 0.187 -4.042 0.028 0.862 -0.403
H 2.674 1.979 1.436 0.051 0.764 -1.866
O 1.613 -2.119 3.108 -1.731 -0.643 -2.699
C 0.964 1.001 -0.315 -0.020 -1.500 -0.133
H -1.687 3.184 -0.043 -1.560 1.627 -1.727
H -4.169 1.484 -1.167 -0.099 -0.980 -0.657
O -1.408 2.219 3.197 -0.713 2.791 0.442
H 0.345 -0.883 4.157 0.635 -1.636 0.732
C -1.070 -1.379 0.167 -0.024 1.896 -1.467
C -0.049 0.477 -1.388 -0.932 0.502 3.829
H 4.594 -1.875 0.739 -0.288 0.901 -1.440
H 2.841 1.092 -1.433 -0.339 -0.268 -0.192
O -4.248 -1.651 -1.046 -0.412 1.967 -1.082
H -1.502 -1.955 -2.095 0.960 0.744 0.748
C 2.086 1.770 -1.031 0.194 -1.432 1.715
H 1.635 -2.587 -1.976 0.076 -0.307 -0.229
H 0.672 -2.482 -3.237 0.910 0.539 1.207
```
Forces are in eV/Å.

Results of the Mulliken charge analysis, in e, for atoms 1 through 5: number 1, H, carries 0.3963; number 2, H, carries 0.4363; number 3, O, carries -0.6993; number 4, S, carries -0.2535; number 5, H, carries 0.3891